(1)
# C20H27F3N4O3

A single C20H27F3N4O3 molecule (ωB97M-V/def2-TZVPD, the Open Molecules 2025 dataset).

## Properties
Relative energy (zero: lowest compared OMol25 entry of this formula, charge and spin) ... 0.00 kcal per mole
SMILES ... O=C(C[C@H]1C(=O)NCCN1Cc1ccccc1C(F)(F)F)NCCN1CCOCC1
E ... -41434.7819 eV
E_HOMO ... -8.56 eV
HOMO-LUMO gap ... 0.33284 Eh
Max |F| ... 0.0115 Eh/bohr
Molar mass ... 428.45 g mol⁻¹
2S+1 ... 1

Element x y z (Å)
F -2.84 -3.35 1.46
F -1.87 -1.49 1.88
F -3.90 -1.81 2.50
O -0.75 -1.83 -0.96
O 6.46 0.21 0.08
O 1.05 2.13 0.79
N 4.07 -1.33 0.15
N -2.52 1.86 0.76
N -0.54 3.67 0.43
N 0.86 -0.70 0.17
C -3.88 -0.13 0.04
C 4.04 0.11 -0.10
C -3.57 -1.48 0.18
C 6.49 -1.18 0.31
C 5.25 0.76 0.56
C 2.91 -2.03 -0.38
C -4.48 0.27 -1.15
C -4.35 -1.95 -2.04
C 1.66 -1.85 0.51
C -1.91 4.12 0.31
C -3.04 -2.03 1.48
C -4.71 -0.62 -2.18
C -2.79 2.95 -0.14
C 5.31 -1.87 -0.37
C -1.19 1.32 0.57
C -0.27 -0.79 -0.54
C -0.94 0.56 -0.77
C -3.57 0.92 1.09
C -0.13 2.41 0.64
C -3.79 -2.38 -0.86
H -2.58 2.72 -1.19
H -3.84 3.25 -0.05
H 5.19 0.62 1.65
H -3.52 -3.42 -0.73
H 3.15 -3.09 -0.40
H 5.39 -1.73 -1.46
H -5.17 -0.27 -3.10
H 0.18 4.38 0.49
H -1.00 0.64 1.41
H 6.45 -1.38 1.39
H 3.14 0.54 0.33
H -2.26 4.48 1.29
H -0.29 1.15 -1.42
H -1.88 0.39 -1.29
H -4.51 -2.65 -2.85
H 7.44 -1.54 -0.09
H 4.05 0.32 -1.19
H 2.66 -1.72 -1.41
H 1.01 -2.72 0.38
H -1.95 4.94 -0.41
H 1.98 -1.78 1.55
H 1.17 0.22 0.47
H -4.48 1.51 1.27
H 5.35 -2.94 -0.15
H -3.29 0.45 2.03
H 5.29 1.82 0.33
H -4.77 1.31 -1.27

***

(2)
# C32H44BrClFO12P3S

3 unconnected molecules or ions with the total composition C32H44BrClFO12P3S in a non-equilibrium geometry (ωB97M-V/def2-TZVPD, the Open Molecules 2025 dataset).

## Properties
SMILES ... C#CCCCc1c(F)c2c(c(CCC)c1P(O)(O)=S)C(=O)c1c(Br)cc(C)c([C@@H](Cl)CC)c1C2=O.COP(=O)(OC)OC.COP(=O)(OC)OC
E ... -182419.8395 eV
E_HOMO ... -8.35 eV
HOMO-LUMO gap ... 0.19629 Eh
Max |F| ... 0.2059 Eh/bohr
Molar mass ... 880.04 g mol⁻¹
2S+1 ... 1

Element x y z (Å)
Br -2.46 -5.58 2.38
Cl -6.95 0.69 -0.01
S 5.28 -1.15 -0.64
P 4.27 -2.32 -1.85
P -4.35 0.09 7.29
P 4.80 2.49 -6.09
F -0.37 1.05 -2.77
O 5.36 4.00 -6.46
O 6.45 2.15 -5.67
O -6.00 0.56 7.05
O 4.42 2.48 -4.61
O -1.54 -5.18 -0.84
O -4.53 -1.06 6.29
O -2.70 -0.38 7.53
O -3.99 1.45 6.44
O 3.16 2.84 -6.51
O 4.73 -1.97 -3.54
O -3.20 -0.50 -2.64
O 4.84 -3.94 -1.54
C -5.06 0.63 0.04
C 4.70 5.07 -7.04
C -4.43 1.84 1.00
C -3.24 -3.82 1.71
C -4.11 3.11 -0.02
C -6.49 1.44 8.04
C 2.54 1.97 -1.90
C 2.64 1.41 1.97
C 3.75 2.16 -0.77
C 2.75 2.93 -7.85
C -1.49 -3.87 -0.58
C -4.41 -3.00 2.52
C -2.56 -1.09 -1.63
C -5.01 -1.53 1.98
C -0.31 -2.83 -1.15
C -4.47 -0.80 0.58
C 1.81 -0.61 -2.28
C 3.31 1.58 0.72
C -3.28 -1.64 -0.23
C 7.24 1.70 -6.75
C -2.68 -3.11 0.31
C 2.77 0.61 -2.84
C 1.86 -4.65 -0.55
C 2.39 -2.08 -1.74
C -2.74 2.03 6.18
C -0.91 -1.37 -1.70
C 2.58 -5.63 1.82
C -6.16 -0.85 2.97
C 2.58 -4.27 0.91
C 1.31 -3.21 -1.14
C 0.17 -0.27 -2.28
C -1.88 0.28 8.46
H -4.80 -3.49 3.53
H -5.11 2.12 1.90
H 3.91 -1.90 -4.11
H -2.05 1.32 5.73
H -6.20 0.30 2.78
H 1.00 -5.41 -0.27
H 2.58 -5.22 -1.28
H 5.06 -4.42 -2.41
H 2.12 1.46 3.04
H 1.47 -6.04 1.85
H -7.53 1.68 7.81
H 3.91 0.39 -2.78
H 3.95 3.32 -0.71
H 8.25 1.51 -6.39
H 1.54 1.95 -1.30
H 5.36 5.94 -6.99
H -2.90 2.84 5.46
H -5.91 2.36 8.06
H -3.96 4.13 0.54
H -3.35 1.43 1.33
H -3.16 2.79 -0.67
H 7.27 2.47 -7.53
H -6.45 0.95 9.02
H -5.79 -1.00 4.09
H -2.34 2.49 7.08
H -4.73 0.91 -1.06
H -1.10 0.84 7.94
H 2.49 3.96 -8.09
H 2.95 -5.45 2.94
H 3.53 2.56 -8.53
H 4.52 4.88 -8.10
H 3.33 -6.39 1.29
H 6.82 0.78 -7.16
H -7.21 -1.38 2.88
H 2.42 0.87 -3.94
H -1.37 -0.47 9.08
H 2.59 2.94 -2.58
H 3.77 5.32 -6.51
H 1.97 -3.39 1.42
H 3.67 -3.87 0.79
H 4.76 1.66 -1.09
H 1.84 2.32 -7.99
H -2.46 0.94 9.11
H -5.01 3.13 -0.79

***

(3)
# C20H25N3O4S2

A single C20H25N3O4S2 molecule in a non-equilibrium geometry (ωB97M-V/def2-TZVPD, the Open Molecules 2025 dataset).

## Properties
Relative energy (zero: lowest compared OMol25 entry of this formula, charge and spin) ... 25.32 kcal per mole
SMILES ... CCOc1ccc(NC(=S)N2CCN(S(=O)(=O)c3ccc(OC)cc3)CC2)cc1
E ... -55475.8420 eV
E_HOMO ... -7.91 eV
HOMO-LUMO gap ... 0.30811 Eh
Max |F| ... 0.0211 Eh/bohr
Molar mass ... 435.57 g mol⁻¹
2S+1 ... 1

Element x y z (Å)
S 0.46 0.27 -2.24
S 4.23 -0.68 1.06
O -5.04 0.47 1.26
O 5.29 -1.51 0.55
O 4.14 -0.43 2.46
O -0.87 -3.02 -0.76
N 2.32 1.63 -1.00
N 4.44 0.82 0.34
N 0.27 1.58 0.07
C -1.51 1.11 1.61
C 2.67 -1.36 0.51
C 0.32 -1.65 0.85
C 3.31 1.01 -1.85
C -3.36 1.00 -0.45
C -3.77 0.76 0.86
C -2.03 1.28 -0.72
C 2.87 2.63 -0.12
C -5.94 -1.08 -0.41
C 1.03 1.20 -1.00
C -1.09 1.31 0.29
C 2.63 -2.18 -0.61
C -2.83 0.84 1.89
C 1.43 -2.72 -1.00
C 4.64 0.87 -1.08
C 1.53 -1.11 1.25
C 3.78 1.96 0.93
C -2.11 -2.68 -0.17
C -6.05 0.27 0.29
C 0.25 -2.45 -0.29
H -5.02 -1.16 -0.99
H -1.74 1.47 -1.74
H 3.54 -2.38 -1.14
H 5.30 1.71 -1.30
H 4.53 2.68 1.28
H -5.95 -1.88 0.33
H -0.56 -1.44 1.43
H 5.15 -0.05 -1.36
H 0.77 1.80 0.92
H -2.17 -3.03 0.87
H 1.36 -3.35 -1.88
H -0.79 1.17 2.41
H -6.06 1.09 -0.44
H 3.47 3.31 -0.74
H 1.61 -0.51 2.14
H -4.06 0.99 -1.27
H 2.08 3.22 0.35
H -3.16 0.67 2.90
H -6.98 0.31 0.86
H -2.28 -1.60 -0.20
H -6.79 -1.22 -1.08
H 3.22 1.60 1.79
H -2.86 -3.19 -0.76
H 2.92 0.04 -2.16
H 3.46 1.61 -2.76

***

(4)
# C18H50Ba2O16

A molecular structure, C18H50Ba2O16 in a non-equilibrium geometry (ωB97M-V/def2-TZVPD, the Open Molecules 2025 dataset).

## Properties
Relative energy (zero: lowest compared OMol25 entry of this formula, charge and spin) ... 366.64 kcal per mole
Total charge ... +2
E ... -53594.4321 eV
E_HOMO ... -8.88 eV
HOMO-LUMO gap ... 0.05659 Eh
Max |F| ... 0.1186 Eh/bohr
Molar mass ... 797.24 g mol⁻¹
2S+1 ... 1

Element x y z (Å)
Ba 18.74 -13.25 4.03
Ba 6.05 -19.14 9.36
O 17.57 -19.46 12.85
O 8.80 -14.57 14.34
O 16.47 -14.95 15.01
O 14.42 -19.18 2.19
O 10.32 -17.26 7.63
O 11.96 -11.62 1.59
O 19.67 -12.73 8.80
O 14.64 -15.95 6.93
O 8.10 -22.19 6.56
O 10.48 -16.87 10.30
O 7.99 -22.27 11.91
O 7.68 -16.30 3.27
O 13.82 -17.71 17.35
O 14.89 -15.51 9.93
O 5.30 -14.62 9.10
O 13.40 -9.39 12.73
C 17.84 -14.61 15.26
C 16.35 -20.25 12.95
C 13.51 -20.15 1.75
C 13.80 -15.89 9.30
C 14.06 -10.36 13.56
C 11.52 -16.65 9.63
C 8.98 -21.78 12.84
C 20.83 -12.82 9.61
C 12.78 -16.17 10.19
C 12.57 -17.97 16.67
C 7.94 -14.97 15.42
C 9.45 -22.55 6.43
C 13.69 -16.07 7.80
C 12.54 -16.51 7.22
C 11.40 -12.89 1.92
C 11.37 -16.89 8.03
C 7.33 -17.34 2.43
C 6.24 -13.74 8.55
H 4.61 -14.12 9.53
H 13.22 -20.82 2.55
H 8.23 -15.90 15.89
H 9.88 -22.40 5.44
H 15.06 -10.60 13.19
H 15.92 -20.32 11.95
H 14.14 -18.78 3.02
H 6.93 -15.01 15.00
H 13.50 -11.29 13.47
H 8.16 -23.22 11.84
H 15.67 -19.73 13.62
H 18.13 -15.08 16.20
H 5.71 -12.84 8.22
H 16.59 -21.22 13.36
H 11.94 -13.66 1.37
H 11.66 -11.44 0.70
H 12.63 -19.59 1.43
H 14.34 -17.12 16.80
H 13.91 -20.70 0.90
H 11.91 -18.48 17.37
H 7.99 -14.21 16.19
H 17.37 -18.74 12.24
H 18.96 -13.19 9.26
H 7.82 -17.22 1.47
H 9.19 -22.51 13.62
H 6.95 -13.50 9.34
H 6.25 -17.43 2.30
H 12.77 -15.98 11.25
H 12.45 -16.76 6.17
H 20.80 -13.82 10.04
H 9.96 -21.94 7.18
H 16.34 -14.90 14.06
H 8.86 -15.34 13.77
H 9.57 -23.59 6.71
H 14.12 -10.09 14.61
H 7.64 -18.31 2.82
H 12.63 -18.48 15.71
H 12.46 -9.50 12.87
H 6.76 -14.20 7.71
H 7.77 -22.70 5.82
H 8.56 -20.86 13.26
H 8.09 -16.67 4.06
H 9.94 -21.59 12.36
H 18.44 -14.98 14.42
H 21.72 -12.71 8.99
H 20.74 -12.17 10.48
H 10.34 -12.95 1.67
H 12.10 -16.99 16.57
H 11.41 -13.08 2.99
H 17.93 -13.54 15.41

***

(5)
# BF4H14O7

8 unconnected molecules or ions with the total composition BF4H14O7 in a non-equilibrium geometry (ωB97M-V/def2-TZVPD, the Open Molecules 2025 dataset).

## Properties
Relative energy (zero: lowest compared OMol25 entry of this formula, charge and spin) ... 17.57 kcal per mole
Total charge ... -1
E ... -26115.4881 eV
E_HOMO ... -7.77 eV
HOMO-LUMO gap ... 0.39728 Eh
Max |F| ... 0.0557 Eh/bohr
Molar mass ... 212.91 g mol⁻¹
2S+1 ... 1

Element x y z (Å)
F 10.87 -1.62 29.48
F 9.32 -2.32 31.06
F 11.44 -3.01 31.08
F 10.95 -0.78 31.58
O 8.14 1.15 31.42
O 6.97 -3.81 31.64
O 14.00 -1.09 29.36
O 12.77 -3.42 28.40
O 10.99 1.37 30.21
O 10.65 -5.13 29.87
O 8.57 -1.03 28.01
B 10.64 -1.89 30.82
H 10.89 1.00 29.32
H 8.88 1.57 31.81
H 7.76 -3.43 31.32
H 12.20 -3.03 29.00
H 14.12 -1.40 30.24
H 13.48 -1.78 28.96
H 8.98 -0.27 27.63
H 11.11 0.57 30.74
H 8.49 0.53 30.73
H 6.62 -3.26 32.36
H 9.40 -1.32 28.42
H 10.90 -5.84 30.44
H 12.32 -3.18 27.58
H 10.87 -4.34 30.38

***

(6)
# C26H31AuN4OSe2Si

A molecular structure, C26H31AuN4OSe2Si in a non-equilibrium geometry (ωB97M-V/def2-TZVPD, the Open Molecules 2025 dataset).

## Properties
Relative energy (zero: lowest compared OMol25 entry of this formula, charge and spin) ... 47.38 kcal per mole
E ... -177734.0594 eV
E_HOMO ... -6.01 eV
HOMO-LUMO gap ... 0.16743 Eh
Max |F| ... 0.0244 Eh/bohr
Molar mass ... 798.53 g mol⁻¹
2S+1 ... 1

Element x y z (Å)
Au -0.69 0.99 -0.46
Se -1.02 3.35 -0.29
Se -1.35 -2.26 -1.64
Si -3.08 1.06 -0.50
O -0.02 0.91 2.21
N -0.40 -1.20 -0.55
N 1.51 1.25 -1.25
N -0.24 -3.60 -1.51
N 3.92 1.30 -0.68
C -5.43 -0.75 -3.40
C -3.73 -1.20 1.20
C -5.10 0.34 3.05
C 5.91 1.24 -2.08
C -3.64 0.25 -2.10
C 0.76 -3.23 -0.73
C 2.78 -2.23 0.90
C 2.83 -3.58 0.41
C -4.60 -0.83 -4.51
C 2.64 1.27 -0.99
C -5.01 -1.04 3.23
C -3.81 0.18 1.00
C -4.50 0.94 1.95
C -2.82 0.18 -3.23
C -4.95 -0.22 -2.21
C 0.69 -1.88 -0.23
C 4.47 2.28 0.25
C 1.86 -4.07 -0.39
C 6.60 2.20 -1.10
C -0.76 0.65 4.53
C -4.32 -1.81 2.30
C -1.14 0.67 3.06
C 4.88 0.41 -1.35
C 1.77 -1.39 0.59
C 5.57 3.10 -0.42
C -3.29 -0.36 -4.43
H -1.66 0.54 5.14
H -1.64 -0.27 2.78
H -6.45 -1.10 -3.46
H -5.48 -1.51 4.08
H 6.64 0.58 -2.56
H 4.33 -0.25 -2.02
H 0.62 0.21 2.38
H 1.78 -0.36 0.91
H -5.61 -0.17 -1.34
H 7.13 1.61 -0.34
H 3.67 2.92 0.61
H -4.96 -1.25 -5.44
H 6.05 3.73 0.33
H -4.56 2.01 1.82
H 5.41 1.82 -2.86
H -1.83 1.49 2.86
H -4.24 -2.88 2.43
H 5.36 -0.21 -0.58
H -0.10 -0.19 4.75
H -0.25 1.57 4.81
H -1.81 0.57 -3.18
H 1.90 -5.07 -0.79
H 5.12 3.76 -1.17
H 7.34 2.80 -1.62
H 4.89 1.74 1.11
H -5.63 0.94 3.77
H 3.58 -1.87 1.54
H 3.67 -4.21 0.68
H -2.64 -0.41 -5.29
H -3.73 2.39 -0.48
H -3.19 -1.82 0.49

***

(7)
# C4H11NO5

3 unconnected molecules or ions with the total composition C4H11NO5 in a non-equilibrium geometry (ωB97M-V/def2-TZVPD, the Open Molecules 2025 dataset).

## Properties
Relative energy (zero: lowest compared OMol25 entry of this formula, charge and spin) ... 58.27 kcal per mole
Total charge ... -2
E ... -16051.9188 eV
E_HOMO ... -0.94 eV
HOMO-LUMO gap ... 0.27981 Eh
Max |F| ... 0.0897 Eh/bohr
Molar mass ... 153.13 g mol⁻¹
2S+1 ... 1

Element x y z (Å)
O -2.84 0.60 0.41
O -1.63 2.39 -0.01
O 2.05 -0.78 0.22
O 1.08 -1.92 -1.88
O 2.45 1.43 -1.21
N -1.07 -1.79 0.80
C 1.25 -0.58 1.27
C -0.49 0.43 -0.11
C -1.72 1.21 0.19
C -0.24 -0.55 0.94
H 1.62 0.31 1.75
H -0.43 0.14 -1.17
H -0.69 -2.47 0.17
H 1.15 -2.03 -0.86
H -1.97 -1.42 0.43
H 0.18 1.26 -0.31
H 2.31 0.74 -0.30
H -0.71 -0.08 1.89
H 1.29 -1.00 -1.68
H 1.60 1.67 -1.51
H 1.50 -1.42 2.11

***

(8)
# C17H19BrN7PPd

A molecular structure, C17H19BrN7PPd (ωB97M-V/def2-TZVPD, the Open Molecules 2025 dataset).

## Properties
Relative energy (zero: lowest compared OMol25 entry of this formula, charge and spin) ... 0.50 kcal per mole
E ... -111178.6214 eV
E_HOMO ... -6.27 eV
HOMO-LUMO gap ... 0.24632 Eh
Max |F| ... 0.0055 Eh/bohr
Molar mass ... 538.69 g mol⁻¹
2S+1 ... 1

Element x y z (Å)
Pd -0.85 0.44 0.40
Br -5.44 -1.82 1.55
P 2.20 1.89 1.97
N 3.51 0.16 0.22
N 2.07 3.11 -0.45
N 0.70 1.33 4.26
N 1.36 -0.28 0.41
N 0.64 4.07 0.94
N -2.03 -0.11 -1.23
N -0.49 1.16 2.41
C -3.81 0.23 0.44
C 2.34 0.49 0.82
C 0.59 4.78 -0.24
C 1.53 3.07 0.75
C 4.76 0.90 0.28
C 1.90 -1.14 -0.50
C -4.06 -1.10 0.45
C -3.29 -1.99 -0.35
C 1.82 1.46 5.17
C -2.74 0.72 -0.39
C -0.17 4.35 2.11
C 3.23 -0.87 -0.64
C -2.30 -1.45 -1.12
C 1.48 4.17 -1.08
C 0.72 1.41 2.90
C -0.57 0.99 4.63
C -1.30 0.89 3.48
H 2.36 0.51 5.26
H -0.07 5.62 -0.36
H -0.84 0.85 5.66
H -2.34 0.64 3.34
H 0.38 4.11 3.02
H 1.31 -1.89 -1.00
H 4.89 1.31 1.27
H 1.71 4.44 -2.09
H -2.79 1.77 -0.70
H -1.69 -2.09 -1.74
H -3.48 -3.05 -0.35
H 1.44 1.74 6.15
H 5.58 0.22 0.06
H 2.51 2.22 4.81
H 4.00 -1.31 -1.26
H -0.41 5.41 2.13
H -1.09 3.76 2.09
H 4.74 1.71 -0.45
H -4.40 0.92 1.03

***

(9)
# CH4NO2P

A single CH4NO2P molecule in a non-equilibrium geometry (ωB97M-V/def2-TZVPD, the Open Molecules 2025 dataset).

## Properties
Relative energy (zero: lowest compared OMol25 entry of this formula, charge and spin) ... 50.98 kcal per mole
E ... -15974.2731 eV
E_HOMO ... -8.74 eV
HOMO-LUMO gap ... 0.30620 Eh
Max |F| ... 0.1386 Eh/bohr
Molar mass ... 93.02 g mol⁻¹
2S+1 ... 1

Element x y z (Å)
P -1.40 -0.06 -0.08
O 0.43 0.02 -1.13
O -1.19 1.30 1.00
N -0.98 -1.29 0.93
C 0.91 1.12 -1.30
H 0.71 1.94 -0.60
H -0.76 -1.03 1.88
H -1.11 -2.27 0.74
H 1.56 1.32 -2.16

***

(10)
# C3H6NOS2

A gas-phase ion, C3H6NOS2 (charge -1) in a non-equilibrium geometry (ωB97M-V/def2-TZVPD, the Open Molecules 2025 dataset).

## Properties
Relative energy (zero: lowest compared OMol25 entry of this formula, charge and spin) ... 0.90 kcal per mole
Total charge ... -1
SMILES ... ONCCC(=S)[S-]
E ... -28415.6438 eV
E_HOMO ... -3.42 eV
HOMO-LUMO gap ... 0.26156 Eh
Max |F| ... 0.0703 Eh/bohr
Molar mass ... 136.22 g mol⁻¹
2S+1 ... 1

Element x y z (Å)
S -3.14 1.08 0.35
S -2.23 -1.60 -0.10
O 1.15 -1.92 0.50
N 0.47 -0.96 1.17
C -0.66 0.51 -0.69
C 0.44 0.31 0.45
C -1.96 -0.02 -0.16
H 0.41 1.18 1.04
H 0.53 -2.10 -0.29
H -0.40 1.58 -0.84
H -0.40 -0.07 -1.61
H -0.48 -1.37 1.31
H 1.43 0.25 0.03

***

(11)
# C6H13N3O2S

A single C6H13N3O2S molecule in a non-equilibrium geometry (ωB97M-V/def2-TZVPD, the Open Molecules 2025 dataset).

## Properties
Relative energy (zero: lowest compared OMol25 entry of this formula, charge and spin) ... 100.85 kcal per mole
SMILES ... CCN1C=CN(C)[C@@H]1S(N)(=O)=O
E ... -25830.0957 eV
E_HOMO ... -7.59 eV
HOMO-LUMO gap ... 0.30666 Eh
Max |F| ... 0.0762 Eh/bohr
Molar mass ... 191.26 g mol⁻¹
2S+1 ... 1

Element x y z (Å)
S 1.48 0.83 0.21
O 1.51 1.67 1.38
O 2.79 0.22 -0.02
N -1.16 -0.36 0.41
N 1.31 2.06 -0.99
N 0.41 -1.84 -0.07
C -1.15 -1.32 1.42
C -0.03 -0.61 -0.35
C -0.15 -2.23 1.12
C -1.50 1.03 0.60
C -2.01 1.76 -0.68
C 1.53 -2.45 -0.80
H 1.86 -3.50 -0.50
H -2.81 1.26 -1.25
H -0.61 1.48 1.24
H -0.04 -3.23 1.66
H -1.09 1.93 -1.22
H 0.55 2.50 -0.46
H -2.32 1.01 1.34
H 0.08 -0.33 -1.36
H 2.30 -1.70 -0.62
H 2.12 2.69 -1.02
H -2.57 2.75 -0.47
H -1.81 -1.24 2.35
H 1.32 -2.39 -1.93